This record from the Open Molecules 2025 dataset describes a 6-piece molecular cluster, C18H43N2O23P2S5 overall at a distorted geometry. The level of theory is ωB97M-V with the def2-TZVPD basis set.

The geometry in XYZ format:
```
93
Properties=species:S:1:pos:R:3:forces:R:3
C -0.666952 -5.700335 1.866242 0.047 0.482 0.256
C -0.743372 -4.590369 2.963261 0.200 -0.496 -1.108
N -0.941088 -3.275861 2.341860 0.323 -0.700 0.566
P 0.143643 -1.973142 2.999297 -0.312 -0.635 0.261
C 1.692056 -2.739776 2.239054 -0.366 0.748 -0.857
C 2.042033 -2.287468 0.820099 1.735 -1.251 -0.080
C 3.443591 -2.876147 0.487957 -0.542 0.111 0.389
O 1.158677 -2.823399 -0.171229 -0.390 0.160 0.016
P 1.318469 -0.254491 3.954404 -0.397 -0.039 1.407
N 1.107402 -0.100881 5.533703 0.117 -0.061 -0.093
O -1.298854 -1.311970 3.812211 0.783 1.011 -0.159
C -1.780366 -0.164541 3.160181 -1.703 -1.287 -0.415
C -1.457282 -0.377052 1.672361 1.357 0.547 -0.431
C -1.365768 0.854983 0.748215 -0.330 -0.708 0.054
O -0.169194 -0.965746 1.650562 -0.014 -0.125 0.362
H -0.858325 -5.234361 0.903378 -0.255 0.025 -0.115
H -1.389742 -6.502232 2.014051 0.122 -0.180 0.010
H 0.350180 -6.086304 1.800179 -0.020 -0.368 0.088
H 0.206951 -4.643325 3.491438 -0.035 0.295 0.321
H -1.522943 -4.833143 3.689688 -0.053 0.061 0.065
H -1.890198 -3.021785 2.582043 0.114 0.311 -0.127
H 0.437374 -2.621094 4.249167 -0.170 -0.120 -0.145
H 2.542008 -2.488114 2.869199 -0.011 0.068 0.240
H 1.669477 -3.835073 2.209766 -0.240 -0.052 0.092
H 2.157298 -1.213922 0.710786 -0.718 0.189 0.025
H 3.305440 -3.947863 0.349697 0.167 -0.127 -0.155
H 3.861887 -2.424279 -0.407504 0.080 -0.053 -0.130
H 4.109571 -2.741063 1.340920 0.211 0.163 -0.119
H 0.718001 -3.579359 0.245720 -0.116 0.406 -0.009
H 2.723153 -0.384103 3.738946 -0.078 0.414 -0.599
H 0.943665 0.960816 3.312187 0.545 -0.068 -0.268
H 0.477977 -0.835810 5.849680 -0.049 0.106 -0.002
H -1.490344 0.795132 3.594996 0.520 -0.011 -0.089
H -2.872625 -0.254536 3.262006 -0.081 0.552 0.003
H -2.110859 -1.123212 1.205969 -0.519 0.108 0.323
H -1.312172 1.803289 1.277439 -0.110 0.066 0.046
H -2.184156 0.819501 0.031553 -0.257 0.463 0.105
H -0.460348 0.728295 0.161732 0.192 0.149 0.048
C -1.491762 -2.382213 -2.881633 0.526 0.375 -0.089
C -1.806513 -1.732818 -1.555802 0.066 -0.500 0.439
O -2.802145 -0.735332 -1.872694 -0.050 -0.028 -0.639
S -3.698977 -1.245459 -3.090014 0.595 -0.205 0.454
O -4.902665 -1.806954 -2.586220 -0.204 0.069 -0.232
O -3.717298 -0.237287 -4.091823 -0.219 0.094 -0.021
O -2.755197 -2.447166 -3.570193 -0.272 0.082 0.222
H -0.811191 -1.767150 -3.473703 0.014 -0.015 0.017
H -1.072216 -3.377024 -2.765848 -0.196 -0.078 -0.058
H -0.938008 -1.278642 -1.084298 -0.088 0.138 0.000
H -2.252506 -2.451940 -0.865870 0.058 0.039 0.062
C -4.048123 -4.578151 6.579305 0.142 -0.326 -0.214
C -3.586884 -4.842893 7.997854 -0.287 0.206 0.225
O -2.276423 -4.283034 8.058820 -0.019 -0.110 -0.305
S -2.194068 -2.987377 7.093539 -0.138 0.007 -0.200
O -2.399101 -1.826101 7.879998 -0.004 0.047 -0.031
O -1.088658 -3.144978 6.233480 0.199 -0.073 0.241
O -3.550120 -3.278150 6.270888 -0.039 0.059 0.390
H -3.609319 -5.291838 5.877495 -0.016 -0.033 0.033
H -5.131378 -4.595232 6.484667 0.007 0.203 -0.044
H -3.554453 -5.902945 8.237089 0.219 0.011 0.001
H -4.218127 -4.323666 8.724084 -0.054 -0.040 -0.028
C 0.763096 2.434500 -3.336424 -0.126 0.373 0.284
C 2.170472 2.970063 -3.481012 -0.022 0.081 -0.254
O 2.863260 2.473226 -2.318408 -0.444 -0.116 0.249
S 2.264496 1.041365 -1.915245 -0.103 0.293 -0.302
O 3.099577 0.027445 -2.454143 -0.042 -0.162 0.137
O 1.904647 1.071046 -0.545744 0.243 -0.069 0.101
O 0.927447 1.112243 -2.803616 0.332 -0.100 -0.112
H 0.183121 3.021544 -2.620730 0.007 0.024 -0.029
H 0.231460 2.393320 -4.282958 -0.017 -0.256 0.019
H 2.210162 4.061570 -3.497567 0.044 -0.779 0.049
H 2.659132 2.569048 -4.363963 0.051 -0.059 0.017
C 2.438807 8.618578 -1.311420 -0.264 0.116 0.341
C 3.247125 7.563965 -0.585117 0.444 0.129 -0.144
O 2.595346 6.332335 -0.909815 -0.372 0.166 -0.124
S 1.985995 6.417813 -2.386651 0.295 0.320 0.293
O 2.889086 5.807244 -3.298687 -0.030 0.627 0.042
O 0.622593 6.038294 -2.333886 -0.020 -0.208 -0.097
O 2.090073 8.010607 -2.561611 0.251 -0.244 0.024
H 1.517711 8.854913 -0.774951 0.023 -0.002 0.019
H 3.003289 9.531148 -1.483591 0.000 -0.053 -0.230
H 3.259152 7.710870 0.491055 -0.145 -0.210 0.023
H 4.272574 7.518636 -0.958578 -0.003 0.042 0.019
C -0.701115 3.435855 -7.912476 -0.227 0.379 -0.136
C 0.368629 3.377468 -8.982119 -0.018 -0.469 -0.098
O 1.527777 3.946650 -8.360450 -0.218 0.222 0.258
S 1.523060 3.594087 -6.792942 -0.463 0.019 -0.637
O 2.340921 2.456861 -6.581633 0.090 -0.003 0.113
O 1.685915 4.797335 -6.065320 0.234 -0.016 0.095
O -0.011370 3.130777 -6.696048 0.311 -0.161 -0.145
H -1.124099 4.438703 -7.825565 -0.001 -0.008 -0.021
H -1.499958 2.718442 -8.079702 0.077 -0.119 0.195
H 0.102557 3.942302 -9.871167 0.176 0.165 0.060
H 0.599930 2.346833 -9.259847 -0.049 0.003 -0.009
```
Positions in Å, forces in eV/Å.

Values from the calculation:
Net charge = -1
Calculated total energy = -5225.1898 Eh
Kohn-Sham gap = 5.35 eV

These are the Mulliken partial charges, in e, on atoms 1 to 8: C -1.09; C -0.20; N -0.25; P -0.06; C -1.52; C 1.31; C -1.77; O -0.49


This record from the Open Molecules 2025 dataset describes a 2-piece molecular cluster, C3H9S2 overall. The level of theory is ωB97M-V with the def2-TZVPD basis set.

The geometry in XYZ format:
```
14
Properties=species:S:1:pos:R:3:forces:R:3
C -2.030825 -0.406454 -0.648091 0.164 -0.045 -0.290
S -2.615494 -0.569630 1.059823 -0.225 -0.153 0.172
H -1.034150 0.034374 -0.610112 -0.192 0.246 -0.500
H -1.906244 -1.344644 -1.205554 -0.048 -0.198 0.280
H -2.685203 0.191875 -1.292163 0.073 0.242 0.197
C 1.247500 1.554950 -0.038021 0.401 -0.857 0.201
S 1.639472 -0.058738 -0.803896 0.098 0.313 -0.001
C 1.051760 -1.074842 0.563156 -0.728 -0.043 0.028
H 1.892740 1.607251 0.841031 -0.135 0.305 0.031
H 0.205433 1.547013 0.273999 -0.076 0.242 -0.112
H 1.496230 2.359476 -0.722208 -0.154 0.031 -0.096
H 1.525481 -2.046571 0.541381 0.309 -0.141 -0.026
H 1.249060 -0.566890 1.501541 0.289 -0.042 0.166
H -0.035756 -1.227170 0.539115 0.224 0.101 -0.049
```
Positions in Å, forces in eV/Å.

Values from the calculation:
Net charge = -1
Calculated total energy = -916.0815 Eh
Kohn-Sham gap = 5.41 eV
ΔE to the lowest compared entry with this formula, charge and spin = 86.8 kJ/mol

These are the natural (NBO) partial charges, in e, on atoms 1 to 8: C -0.75; S -0.74; H 0.17; H 0.16; H 0.17; C -0.73; S 0.14; C -0.76


Please write out number 2 again, unchanged.
This record from the Open Molecules 2025 dataset describes a 2-piece molecular cluster, C3H9S2 overall. The level of theory is ωB97M-V with the def2-TZVPD basis set.

The geometry in XYZ format:
```
14
Properties=species:S:1:pos:R:3:forces:R:3
C -2.030825 -0.406454 -0.648091 0.164 -0.045 -0.290
S -2.615494 -0.569630 1.059823 -0.225 -0.153 0.172
H -1.034150 0.034374 -0.610112 -0.192 0.246 -0.500
H -1.906244 -1.344644 -1.205554 -0.048 -0.198 0.280
H -2.685203 0.191875 -1.292163 0.073 0.242 0.197
C 1.247500 1.554950 -0.038021 0.401 -0.857 0.201
S 1.639472 -0.058738 -0.803896 0.098 0.313 -0.001
C 1.051760 -1.074842 0.563156 -0.728 -0.043 0.028
H 1.892740 1.607251 0.841031 -0.135 0.305 0.031
H 0.205433 1.547013 0.273999 -0.076 0.242 -0.112
H 1.496230 2.359476 -0.722208 -0.154 0.031 -0.096
H 1.525481 -2.046571 0.541381 0.309 -0.141 -0.026
H 1.249060 -0.566890 1.501541 0.289 -0.042 0.166
H -0.035756 -1.227170 0.539115 0.224 0.101 -0.049
```
Positions in Å, forces in eV/Å.

Values from the calculation:
Net charge = -1
Calculated total energy = -916.0815 Eh
Kohn-Sham gap = 5.41 eV
ΔE to the lowest compared entry with this formula, charge and spin = 86.8 kJ/mol

These are the natural (NBO) partial charges, in e, on atoms 1 to 8: C -0.75; S -0.74; H 0.17; H 0.16; H 0.17; C -0.73; S 0.14; C -0.76


Repeat the second record exactly.
This record from the Open Molecules 2025 dataset describes a 2-piece molecular cluster, C3H9S2 overall. The level of theory is ωB97M-V with the def2-TZVPD basis set.

The geometry in XYZ format:
```
14
Properties=species:S:1:pos:R:3:forces:R:3
C -2.030825 -0.406454 -0.648091 0.164 -0.045 -0.290
S -2.615494 -0.569630 1.059823 -0.225 -0.153 0.172
H -1.034150 0.034374 -0.610112 -0.192 0.246 -0.500
H -1.906244 -1.344644 -1.205554 -0.048 -0.198 0.280
H -2.685203 0.191875 -1.292163 0.073 0.242 0.197
C 1.247500 1.554950 -0.038021 0.401 -0.857 0.201
S 1.639472 -0.058738 -0.803896 0.098 0.313 -0.001
C 1.051760 -1.074842 0.563156 -0.728 -0.043 0.028
H 1.892740 1.607251 0.841031 -0.135 0.305 0.031
H 0.205433 1.547013 0.273999 -0.076 0.242 -0.112
H 1.496230 2.359476 -0.722208 -0.154 0.031 -0.096
H 1.525481 -2.046571 0.541381 0.309 -0.141 -0.026
H 1.249060 -0.566890 1.501541 0.289 -0.042 0.166
H -0.035756 -1.227170 0.539115 0.224 0.101 -0.049
```
Positions in Å, forces in eV/Å.

Values from the calculation:
Net charge = -1
Calculated total energy = -916.0815 Eh
Kohn-Sham gap = 5.41 eV
ΔE to the lowest compared entry with this formula, charge and spin = 86.8 kJ/mol

These are the natural (NBO) partial charges, in e, on atoms 1 to 8: C -0.75; S -0.74; H 0.17; H 0.16; H 0.17; C -0.73; S 0.14; C -0.76